Entry 1:
9
Properties=species:S:1:pos:R:3:forces:R:3 method="wB97M-V/def2-TZVPD" spin_multiplicity=3 lumo_energy_ha="0.028 / -0.090" homo_ev="-5.4 / -10.5"
C 1.2824 0.1435 -0.8584 8.5 -2.4 2.5
C -0.0166 -0.8288 1.2722 -1.1 -3.0 0.1
N 0.4305 -0.4728 -1.3447 -7.0 1.9 -1.9
N -0.4545 -1.9073 1.0325 0.3 0.1 0.6
O 1.9624 1.1269 -0.3830 -0.5 3.2 0.7
O 0.5102 0.0523 1.7821 1.2 2.9 0.9
O -0.1740 -1.4001 -1.8360 0.2 -1.7 -0.7
H 2.1270 1.2442 0.6067 -1.0 -0.8 -1.4
H -0.9966 -2.4770 0.4531 -0.6 -0.2 -0.9

=====

Entry 2:
10
Properties=species:S:1:pos:R:3:forces:R:3 method="wB97M-V/def2-TZVPD" spin_multiplicity=1 lumo_energy_ha=-0.036 homo_ev=-10.1
C 0.0846 1.0031 0.7135 1.7 -1.1 -0.4
C 1.3206 0.2694 1.2516 -0.5 -1.1 -1.5
N -0.4922 0.3028 -0.3269 -3.5 2.9 -1.0
N -0.2204 -0.9513 -0.6881 0.0 0.0 0.6
O -0.2203 2.1042 1.1083 -0.4 -0.7 -0.5
O 1.9062 -0.6050 0.6664 0.1 0.8 0.5
O -1.8302 -1.6365 -2.5912 0.1 0.1 0.3
S -0.7510 -1.9637 -1.6727 -0.3 0.3 -0.3
H -1.3552 0.8843 -0.6716 1.8 -1.9 0.2
H 1.5580 0.5926 2.2107 0.9 0.7 2.2

=====

Entry 3:
8
Properties=species:S:1:pos:R:3:forces:R:3 method="wB97M-V/def2-TZVPD" spin_multiplicity=1 lumo_energy_ha=0.140 total_charge=-1 homo_ev=-3.1
C 0.6971 0.7157 0.1666 -1.4 2.0 1.3
C 0.7460 -0.7231 0.1855 0.1 -2.5 0.4
N 1.7847 1.2870 -0.2456 -0.5 0.2 0.6
N 1.8578 -1.2626 -0.2542 -0.9 0.9 0.5
P 2.8830 0.0564 -0.7452 0.0 -0.6 0.0
S 4.5333 -0.0381 0.4662 -0.5 0.2 -0.4
H -0.2449 1.3454 0.6526 2.3 -1.5 -1.6
H -0.0448 -1.4206 0.6383 0.8 1.2 -0.9

=====

Entry 4:
9
Properties=species:S:1:pos:R:3:forces:R:3 method="wB97M-V/def2-TZVPD" spin_multiplicity=3 lumo_energy_ha="-0.186 / -0.347" total_charge=+1 homo_ev="-15.1 / -16.0"
C 0.5825 -0.7811 0.2978 4.5 -2.0 0.1
C -2.2231 0.3024 0.1054 -1.5 0.5 -0.8
N -1.6392 -0.7456 -0.1522 -0.8 -0.5 -1.0
N -0.5545 -1.3392 -0.1275 0.3 1.2 2.0
N 0.8585 0.4339 -0.1491 0.6 1.7 -1.9
O -2.9719 1.1698 0.0522 0.6 0.0 0.7
O 2.1031 0.9526 0.0020 -0.5 -2.4 1.5
H 1.3904 -1.5284 0.6838 -1.5 1.5 -0.5
H 2.4544 1.5357 -0.7125 -1.6 0.0 0.1

=====

Record order is preserved below.
Energy relative to the best compared isomer or geometry (same formula, charge and spin): 87.6, 65.7, 2.6, 6.7 kcal per mole